Entry 1:
Molecular formula: H40O20
Method: DFT, wB97M-V/def2-TZVPD

HOMO-LUMO gap = 9.401 eV
Energy above the lowest of the compared OMol25 structures with the same formula, charge and spin = 112.22 kcal/mol
HOMO = -9.9 eV
Total charge = 0
LUMO = -0.017 hartree

```
60
H40O20, DFT wB97M-V/def2-TZVPD
O -1.299 -1.994 -0.899
H -1.743 -2.829 -1.084
H -1.012 -2.105 0.015
O -2.308 -0.450 5.149
H -2.091 -1.336 5.447
H -3.170 -0.152 5.449
O -3.596 2.502 -2.172
H -2.983 2.646 -1.434
H -4.043 1.727 -1.823
O -2.897 0.432 0.536
H -2.453 -0.333 0.912
H -2.402 1.253 0.747
O 4.735 -2.736 -1.062
H 4.962 -1.837 -1.320
H 5.087 -3.250 -1.789
O 3.535 -1.295 1.461
H 4.287 -1.824 1.180
H 3.336 -0.802 2.246
O 1.061 0.688 2.949
H 0.492 1.338 2.523
H 1.625 0.339 2.246
O -4.471 -0.299 -1.829
H -3.716 -0.485 -1.236
H -5.057 -0.556 -1.081
O -1.740 -2.153 2.499
H -1.820 -1.417 3.178
H -0.731 -2.002 2.712
O 3.781 0.094 -2.346
H 3.496 -0.180 -3.224
H 2.958 0.016 -1.861
O 1.791 2.500 -2.324
H 2.709 2.747 -2.218
H 1.207 2.730 -1.590
O -2.735 -0.172 -4.146
H -2.683 -0.498 -3.216
H -3.052 0.697 -3.827
O 0.025 -1.107 -3.586
H 0.151 -1.286 -2.624
H -0.933 -1.025 -3.635
O 1.104 -0.734 -0.009
H 1.161 -0.584 -0.951
H 1.601 -1.521 0.227
O -1.401 2.596 0.731
H -1.650 3.556 0.598
H -0.539 2.795 0.293
O 0.083 -1.147 4.285
H 0.856 -0.658 4.631
H -0.577 -0.466 4.146
O 1.418 -4.555 -0.216
H 0.835 -5.313 -0.087
H 1.671 -4.792 -1.118
O 1.630 4.103 0.456
H 1.052 4.473 1.141
H 2.231 3.727 1.135
O 1.212 1.087 -4.842
H 0.462 0.542 -4.624
H 1.120 1.832 -4.230
O 0.028 2.727 4.665
H -0.553 2.178 5.208
H 0.916 2.453 4.996
```

Entry 2:
Molecular formula: C4H13O4
Method: DFT, wB97M-V/def2-TZVPD

HOMO-LUMO gap = 7.923 eV
Energy above the lowest of the compared OMol25 structures with the same formula, charge and spin = 17.01 kcal/mol
HOMO = -4.1 eV
Total charge = -1
LUMO = 0.140 hartree

```
21
C4H13O4, DFT wB97M-V/def2-TZVPD
C 1.526 -0.284 1.511
O 1.117 -1.166 2.582
C 1.763 -1.068 0.218
C 1.521 -0.241 -1.067
C 0.049 -0.330 -1.454
O -0.765 0.123 -0.433
H 0.724 0.407 1.318
H 2.411 0.237 1.859
H 0.170 -1.304 2.428
H 1.103 -1.915 0.212
H 2.803 -1.305 0.181
H 1.753 0.816 -0.873
H 2.236 -0.526 -1.840
H -0.162 -1.382 -1.774
H -0.189 0.200 -2.406
H -0.982 1.896 -0.608
H -1.094 2.382 0.801
O -1.149 2.728 -0.092
H -3.418 0.771 -0.835
H -2.281 -0.241 -0.888
O -3.270 -0.137 -1.113
```

Entry 3:
Molecular formula: C4H6ClF
Method: DFT, wB97M-V/def2-TZVPD

HOMO-LUMO gap = 11.634 eV
Energy above the lowest of the compared OMol25 structures with the same formula, charge and spin = 21.02 kcal/mol
HOMO = -10.6 eV
Total charge = 0
LUMO = 0.038 hartree

```
12
C4H6ClF, DFT wB97M-V/def2-TZVPD
F 2.134 -0.170 -0.758
C 1.131 0.028 0.065
C 0.069 1.046 -0.142
C -0.922 0.056 0.443
Cl -2.502 -0.083 -0.497
C -0.008 -1.007 0.043
H 1.539 0.034 1.101
H 0.087 2.048 0.129
H -0.050 1.133 -1.232
H -1.258 0.236 1.455
H -0.027 -2.134 0.419
H -0.192 -1.187 -1.025
```

Entry 4:
Molecular formula: CHBr2NO2
Method: DFT, wB97M-V/def2-TZVPD

HOMO-LUMO gap = 10.027 eV
Energy above the lowest of the compared OMol25 structures with the same formula, charge and spin = 30.31 kcal/mol
HOMO = -9.7 eV
Total charge = 0
LUMO = 0.011 hartree

```
7
CHBr2NO2, DFT wB97M-V/def2-TZVPD
C 0.898 0.852 0.162
N 0.163 -0.239 0.259
O -1.724 -1.397 0.020
O -0.954 -0.321 -0.479
Br 2.367 0.827 1.263
Br 0.559 2.447 -0.817
H -1.309 -2.170 -0.407
```